Here is a molecular structure, C41H57F9GeN2O5PS3Ti from the Open Molecules 2025 dataset. Energies are from ωB97M-V/def2-TZVPD.

XYZ file:
```
120
Properties=species:S:1:pos:R:3:lowdin_charge:R:1
Ge 0.919 -4.222 -0.293 1.18
Ti 0.089 -1.389 -0.177 0.96
S -2.348 -0.135 -5.149 0.89
S -2.493 0.968 -2.048 0.83
S 0.508 1.047 -3.190 0.83
P -0.288 1.625 1.112 1.13
F -1.278 0.073 7.535 0.15
F -4.237 6.059 -1.855 0.15
F -3.644 7.347 -0.219 0.16
F 6.228 2.026 1.499 0.14
F 5.964 4.052 2.214 0.17
F 6.047 3.659 0.086 0.16
F -3.339 0.366 6.948 0.16
F -5.298 5.973 0.029 0.16
F -2.147 2.056 7.592 0.16
O 2.935 -0.990 2.795 0.02
O -1.557 -1.781 0.167 -0.30
O 0.562 -2.776 -1.502 -0.51
O 1.020 -1.252 1.632 -0.09
O 2.548 -3.536 -0.033 -0.37
N 2.217 -0.506 -0.582 0.05
N 2.854 -0.361 0.661 0.09
C 2.258 -1.344 4.035 0.04
C -1.672 1.122 5.476 -0.10
C -4.086 6.121 -0.514 -0.59
C -0.659 -2.485 -3.562 -0.06
C 5.597 3.200 1.256 -0.59
C 3.615 -4.300 0.619 -0.68
C -3.129 5.053 -0.050 -0.11
C 0.753 -4.520 -3.194 -0.06
C -3.712 -1.038 0.924 -0.01
C 3.472 2.655 2.434 0.02
C -0.886 2.524 3.701 -0.06
C 4.818 -3.376 0.690 -0.02
C 3.385 3.037 0.060 0.01
C -1.858 2.540 -2.677 -0.47
C 1.391 2.338 1.248 -0.36
C -2.774 -3.289 1.560 -0.01
C -0.816 1.422 2.851 -0.36
C -3.781 0.792 -4.550 -0.52
C 0.623 -3.023 -2.974 -0.61
C 0.283 1.006 -4.993 -0.49
C 1.854 -2.293 -3.488 -0.02
C -1.765 5.305 -0.061 0.01
C -1.636 0.020 4.633 0.01
C -3.448 -2.823 -0.824 -0.01
C 2.037 2.715 0.068 -0.12
C 4.107 2.976 1.244 -0.11
C 3.161 -4.720 2.009 -0.03
C -2.116 0.915 6.903 -0.59
C -2.899 -2.240 0.468 -0.63
C 2.212 -0.880 1.719 -0.56
C -1.351 3.038 0.643 -0.38
C -3.614 3.810 0.331 0.01
C -0.877 4.299 0.294 -0.07
C -1.210 0.173 3.324 -0.10
C 2.121 2.340 2.436 -0.06
C -1.305 2.378 5.013 0.03
C -0.329 2.568 -2.688 -0.51
C 3.918 -5.512 -0.253 -0.03
C -2.726 2.804 0.667 -0.11
C -1.117 1.131 -5.593 -0.49
C -4.001 0.816 -3.033 -0.50
H 1.707 -0.478 4.392 0.10
H -2.851 -3.678 -1.147 0.09
H -2.256 -4.178 1.196 0.08
H 3.056 -1.612 4.717 0.11
H 1.952 -2.446 -4.563 0.11
H 2.672 -1.267 -1.090 0.10
H 3.051 -6.178 -0.319 0.08
H -4.647 0.325 -5.018 0.08
H -1.517 -3.081 -3.250 0.09
H -3.109 1.834 0.958 0.09
H -1.188 -0.686 2.669 0.07
H -2.215 3.363 -2.053 0.07
H -4.758 -1.325 1.028 0.11
H -1.530 2.119 -5.402 0.07
H 5.677 -3.911 1.096 0.10
H 1.679 -4.919 -2.759 0.08
H 4.202 -5.202 -1.259 0.09
H 1.771 -1.219 -3.312 0.03
H 2.875 -3.849 2.599 0.07
H 4.622 -2.524 1.344 0.07
H -2.232 -2.890 2.419 0.08
H -0.616 3.510 3.337 0.12
H 0.182 4.519 0.310 0.11
H -3.766 -3.590 1.897 0.11
H 0.037 3.405 -3.286 0.11
H -3.366 -0.666 1.888 0.07
H -0.985 1.061 -6.675 0.08
H -0.611 -2.513 -4.651 0.09
H 0.017 2.735 -1.669 0.00
H -3.643 -0.235 0.188 0.04
H 1.585 -2.179 3.862 0.10
H 2.284 0.357 -1.124 0.07
H -0.109 -5.062 -2.801 0.09
H 4.738 -6.093 0.169 0.10
H 0.802 -4.727 -4.263 0.12
H -4.687 1.631 -2.792 0.09
H -0.830 -1.448 -3.266 0.01
H 3.968 -5.234 2.531 0.11
H -4.473 -3.162 -0.675 0.11
H 3.873 3.326 -0.861 0.13
H 3.841 -0.152 0.714 0.18
H -2.256 2.694 -3.671 0.05
H 0.742 0.063 -5.300 0.07
H 4.033 2.644 3.361 0.14
H -1.354 3.234 5.671 0.13
H 0.895 1.806 -5.413 0.09
H 1.642 2.090 3.371 0.10
H 2.761 -2.676 -3.014 0.09
H 5.086 -3.018 -0.305 0.09
H 1.497 2.748 -0.872 0.07
H -3.730 1.804 -4.952 0.08
H -3.437 -2.073 -1.617 0.07
H -4.680 3.630 0.360 0.13
H -1.948 -0.950 5.001 0.13
H 2.312 -5.408 1.967 0.08
H -1.397 6.286 -0.329 0.13
H -4.473 -0.113 -2.711 0.07
```

Properties
spin multiplicity	2
total charge	+2
calculated total energy	-202535.557	eV
highest occupied orbital energy (spin up / spin down)	-12.69 / -12.68	eV
energy relative to the best compared isomer or geometry (same formula, charge and spin)	7.7	kcal per mole


Here is a molecular structure, C41H60BCl2F4N3OPSSeTeY from the Open Molecules 2025 dataset. Energies are from ωB97M-V/def2-TZVPD.

XYZ file:
```
117
Properties=species:S:1:pos:R:3:lowdin_charge:R:1
Te 2.152 0.062 -4.023 1.49
Y 0.168 1.295 -0.035 1.09
Se -1.196 -0.587 -1.824 0.49
Cl -4.849 0.246 -0.226 0.54
Cl -2.645 2.247 -0.588 0.61
S 2.657 3.965 1.279 0.54
P -1.200 1.714 3.395 0.82
F 0.033 3.208 -1.495 -0.06
F -1.585 4.164 -2.852 0.09
F 0.386 5.266 -2.472 0.12
F -1.158 5.057 -0.778 0.11
O 3.367 1.793 0.226 -0.23
N -0.710 1.180 2.031 -0.37
N -2.389 -0.323 -4.219 -0.18
N 1.992 0.254 -0.945 -0.11
C -1.551 4.200 4.918 -0.09
C -4.352 1.842 -0.795 -0.94
C -3.092 1.519 3.583 -0.58
C -3.693 1.552 4.992 -0.09
C -1.017 4.351 2.484 -0.10
C -1.049 -0.721 4.735 -0.11
C 1.513 1.637 -10.275 -0.07
C -1.235 -5.280 -5.160 -0.06
C 2.821 -3.079 -3.207 -0.10
C 0.814 -3.558 -0.544 -0.10
C -0.553 -2.762 1.268 -0.10
C 0.974 -1.692 -4.243 -0.43
C -2.708 -0.354 -2.933 -0.54
C 0.704 3.623 4.093 -0.13
C -0.328 -1.604 -4.748 -0.28
C 1.797 -2.258 1.221 -0.10
C 1.503 -2.947 -3.918 -0.33
C -1.018 -2.772 -5.061 -0.01
C -0.480 -4.023 -4.817 -0.27
C -0.425 -3.460 0.077 -0.13
C 3.112 0.679 -0.625 -0.62
C 2.391 -0.295 -7.118 -0.30
C -0.418 0.681 4.813 -0.58
C -3.479 0.186 2.921 -0.14
C -0.794 3.531 3.764 -0.59
C 4.467 0.197 -1.086 -0.06
C 0.560 -2.159 1.842 -0.10
C -0.555 1.166 6.259 -0.10
C -1.078 -0.297 -4.892 -0.21
C 1.922 0.564 -6.104 -0.39
C 0.817 2.799 -5.476 -0.08
C 1.203 2.104 -7.820 -0.03
C 1.081 0.515 4.491 -0.11
C 3.057 -1.608 -6.810 -0.08
C 1.925 -2.957 0.028 -0.11
C 1.330 1.782 -6.464 -0.31
C 1.645 1.264 -8.822 -0.29
C 2.263 2.513 0.611 -0.81
C -3.776 2.623 2.758 -0.11
C 2.240 0.063 -8.450 -0.04
C 0.770 -4.090 -4.212 -0.04
B -0.606 4.475 -1.910 -1.28
H -2.068 4.554 2.287 0.06
H 1.684 1.310 4.924 0.06
H -2.173 -5.047 -5.663 0.07
H 0.985 0.863 -10.837 0.07
H -1.590 1.305 6.566 0.05
H -1.153 -1.053 3.704 0.04
H 1.411 3.714 -5.514 0.09
H 2.330 -2.349 -6.468 0.07
H 0.923 3.289 5.106 0.05
H -4.785 1.516 4.897 0.08
H 0.737 3.050 -8.083 0.11
H -0.020 2.096 6.441 0.05
H 1.016 4.667 4.007 0.08
H 1.310 3.063 3.386 0.01
H -0.490 0.519 -4.478 0.04
H -3.445 2.458 5.543 0.06
H -3.397 0.693 5.593 0.05
H 1.188 -5.060 -3.960 0.11
H -2.027 -2.695 -5.454 0.11
H -0.596 3.863 1.609 0.04
H -2.883 0.010 2.025 0.04
H -2.032 -0.755 5.204 0.06
H 1.251 0.515 3.413 0.05
H 4.890 0.916 -1.792 0.07
H -0.409 -1.434 5.264 0.08
H -1.526 -2.655 1.732 0.10
H -3.291 2.766 1.795 0.02
H 2.820 -2.449 -2.315 0.03
H -2.608 4.346 4.709 0.05
H 5.154 0.126 -0.241 0.07
H -1.281 -0.077 -5.944 0.13
H 3.652 -2.751 -3.835 0.06
H 3.788 -1.490 -6.009 0.05
H 0.965 2.572 -10.391 0.07
H -1.469 -5.858 -4.263 0.08
H 2.992 -4.115 -2.908 0.08
H 3.558 -2.000 -7.697 0.07
H 2.660 -1.771 1.659 0.10
H -0.496 5.307 2.574 0.09
H -4.553 1.894 -1.858 0.02
H -0.214 3.073 -5.705 0.09
H 0.900 -4.062 -1.500 0.08
H -4.814 2.326 2.577 0.08
H -3.179 -0.306 -4.845 0.09
H -3.798 3.582 3.273 0.06
H -0.648 -5.924 -5.820 0.07
H 1.440 -0.435 4.901 0.08
H 0.846 2.454 -4.447 0.01
H -4.909 2.577 -0.226 0.02
H 2.886 -3.007 -0.468 0.08
H -4.532 0.215 2.632 0.05
H -1.460 3.656 5.858 0.06
H 2.602 -0.613 -9.221 0.11
H -1.300 -3.886 -0.397 0.10
H -3.346 -0.661 3.593 0.06
H 4.372 -0.769 -1.578 0.04
H 2.493 1.765 -10.740 0.07
H 0.468 -1.608 2.763 0.06
H -0.117 0.408 6.921 0.08
H -1.113 5.192 5.071 0.08
```

Properties
total charge	-2
calculated total energy	-180415.264	eV
highest occupied orbital energy	-1.42	eV
energy relative to the best compared isomer or geometry (same formula, charge and spin)	70.8	kcal per mole


Here is a molecular structure, C41H60BrN6O2PS3Ti from the Open Molecules 2025 dataset. Energies are from ωB97M-V/def2-TZVPD.

XYZ file:
```
115
Properties=species:S:1:pos:R:3:lowdin_charge:R:1
Br 6.366 -6.538 -0.413 0.78
Ti -0.457 -0.414 -0.222 0.89
S -1.748 -0.651 -3.452 0.91
S 0.551 -2.459 -1.724 0.90
S -2.619 -2.332 -0.779 0.90
P 2.166 1.128 -1.036 0.54
O 2.505 1.218 0.422 -0.30
O 0.917 0.322 -1.402 -0.47
N 0.842 3.388 -1.390 -0.01
N 1.504 -3.164 0.960 0.09
N 4.608 0.147 -0.519 0.14
N -0.752 -1.566 1.338 -0.10
N -0.708 1.158 0.980 -0.02
N -1.829 1.969 -1.724 0.13
C 0.884 2.798 3.931 -0.02
C -3.999 1.901 -2.233 -0.01
C -2.716 2.194 -2.715 -0.24
C -1.944 -1.279 2.017 -0.18
C 0.765 0.043 2.613 -0.11
C 3.915 -5.948 0.915 -0.10
C 0.149 -0.203 4.032 -0.28
C -3.881 1.530 -0.907 0.02
C 1.071 4.671 1.645 -0.07
C -0.159 3.806 1.961 -0.38
C 1.349 -2.325 4.747 -0.03
C 2.801 -5.180 1.209 -0.01
C -0.782 -1.990 -4.213 -0.46
C -0.461 -3.964 -1.589 -0.43
C 2.083 2.756 -1.836 -0.28
C -2.518 1.567 -0.575 -0.25
C -2.363 2.779 -4.057 -0.54
C 0.226 2.583 2.787 -0.11
C -3.370 -1.452 -3.339 -0.47
C -0.882 2.592 -4.401 -0.05
C 0.500 -1.084 1.646 -0.32
C -0.237 1.189 2.368 -0.25
C 2.650 -3.910 0.654 -0.30
C -2.168 -0.391 2.992 -0.05
C -3.428 -2.646 -2.384 -0.45
C 0.891 0.584 5.072 -0.01
C 4.870 -5.471 0.028 -0.69
C 4.723 -4.226 -0.562 -0.13
C 0.559 -2.146 -3.522 -0.47
C -1.145 0.542 3.516 -0.09
C -3.217 2.133 -5.154 -0.04
C 1.629 -1.953 1.338 -0.15
C -0.916 -1.760 5.714 -0.03
C -1.979 1.361 0.714 -0.08
C -1.598 -3.824 -0.588 -0.47
C -0.007 -1.663 4.488 -0.35
C -1.226 4.643 2.677 -0.04
C 3.707 0.287 -1.706 -0.15
C -2.684 4.285 -3.992 -0.02
C 1.239 1.866 4.989 -0.04
C 3.619 -3.453 -0.239 -0.07
H 1.855 -1.911 5.618 0.08
H 0.865 3.498 -0.381 0.03
H 1.421 5.183 2.541 0.09
H -1.912 -1.371 5.497 0.08
H -3.167 -0.346 3.408 0.13
H 1.203 -3.390 4.933 0.09
H 4.041 -6.919 1.373 0.11
H 2.069 2.619 -2.921 0.10
H -0.566 1.556 -4.257 0.04
H 3.439 -0.697 -2.089 0.09
H -0.815 -4.211 -2.588 0.07
H -2.153 4.766 -3.167 0.09
H 1.798 2.293 5.813 0.11
H 2.985 3.316 -1.566 0.11
H -2.963 -3.529 -2.818 0.07
H -1.362 -2.910 -4.174 0.07
H 4.880 -0.819 -0.335 0.14
H -0.606 3.477 1.021 0.10
H -4.281 2.186 -4.924 0.08
H -2.256 -4.691 -0.637 0.10
H 5.459 -3.881 -1.277 0.10
H -3.055 2.666 -6.091 0.10
H -4.916 1.994 -2.790 0.13
H 3.992 0.515 0.278 0.11
H -3.663 -1.761 -4.342 0.10
H -0.725 2.857 -5.446 0.10
H 2.621 -1.539 1.555 0.14
H -1.519 5.495 2.061 0.09
H 0.201 -4.764 -1.255 0.09
H -2.697 1.441 1.527 0.15
H -3.753 4.448 -3.850 0.10
H 0.761 4.323 -1.775 0.10
H -0.846 5.023 3.625 0.09
H 1.901 4.060 1.281 0.07
H -1.188 -3.736 0.415 0.06
H 3.440 -2.507 -0.739 0.06
H -2.944 1.087 -5.299 0.06
H -1.023 -2.801 6.020 0.09
H -0.513 -1.206 6.563 0.09
H -4.676 1.254 -0.232 0.13
H -0.625 -1.739 -5.261 0.09
H -0.859 2.318 -1.736 0.11
H -4.467 -2.889 -2.167 0.09
H -1.566 1.262 4.214 0.16
H 4.188 0.853 -2.500 0.11
H -0.480 -2.232 3.688 0.12
H 1.812 0.331 2.612 0.14
H -2.776 -1.897 1.706 0.08
H 1.129 -2.958 -3.974 0.10
H 1.137 -1.225 -3.615 0.06
H -2.384 4.768 -4.922 0.10
H -4.046 -0.661 -3.016 0.06
H 1.191 0.043 5.960 0.11
H 0.827 5.442 0.910 0.09
H 2.048 -5.544 1.897 0.12
H -2.117 4.049 2.886 0.08
H 2.013 -2.227 3.885 0.07
H 5.448 0.719 -0.578 0.17
H 1.153 3.826 4.149 0.11
H -0.252 3.241 -3.796 0.06
```

Properties
total charge	+2
calculated total energy	-191468.247	eV
highest occupied orbital energy (spin up / spin down)	-12.17 / -12.17	eV


Here is 10 unconnected molecules or ions with the total composition C41H62BN9O from the Open Molecules 2025 dataset. Energies are from ωB97M-V/def2-TZVPD.

XYZ file:
```
114
Properties=species:S:1:pos:R:3:lowdin_charge:R:1
O 1.937 3.676 -0.042 0.18
N -1.568 2.171 -3.816 -0.05
N 2.887 -0.461 -3.069 -0.05
N -0.553 -1.138 3.771 -0.04
N -3.125 -6.097 -0.639 -0.09
N -5.262 -1.351 3.262 -0.01
N 5.929 -2.054 0.733 -0.06
N -3.549 -0.002 -3.352 -0.10
N -0.704 -2.292 -2.798 -0.02
N 1.922 3.200 1.162 0.04
C 0.790 4.884 2.573 -0.01
C -6.214 -0.359 3.160 -0.09
C -2.052 -5.170 -0.781 -0.12
C -0.457 2.028 -3.112 -0.11
C 5.791 -3.527 2.666 -0.08
C -1.116 -1.578 -5.058 -0.03
C 0.643 2.288 3.211 -0.05
C 2.935 1.529 2.927 -0.16
C 0.725 3.505 1.970 -0.43
C -1.865 -2.840 -3.010 -0.11
C -4.054 -3.950 -0.374 0.02
C -1.282 -1.068 6.115 -0.04
C -2.124 -2.648 -4.601 -0.01
C -0.002 -2.257 4.406 -0.09
C 3.680 0.681 -3.297 -0.09
C -1.536 3.215 -4.809 -0.06
C 0.474 3.248 -3.626 -0.05
C -4.212 0.303 2.044 -0.10
C -3.554 0.676 -2.095 -0.06
C 4.639 -2.635 2.700 -0.08
C -2.607 -3.851 -0.528 -0.13
C 4.072 -0.914 -5.015 -0.13
C 3.992 3.760 2.142 -0.02
C 4.588 0.414 -4.586 -0.05
C -0.552 3.290 1.069 -0.01
C 6.614 -3.173 1.311 -0.07
C -0.197 3.977 -4.740 -0.02
C -1.221 -0.341 4.690 -0.15
C 2.101 2.120 3.887 -0.24
C 3.163 2.653 1.743 -0.40
C 4.665 -1.669 1.411 -0.03
C -5.625 0.723 2.226 -0.05
C -4.333 -5.544 -0.385 -0.08
C 3.963 1.826 0.585 0.00
C -0.156 -1.438 -3.812 -0.07
C 3.181 -1.524 -3.988 -0.13
C -4.541 0.375 -4.352 -0.07
C -0.382 -2.273 5.923 -0.04
C -4.038 -0.886 2.835 -0.15
C -5.279 1.550 -3.725 -0.10
C -4.737 1.688 -2.361 -0.08
B 0.411 -0.697 0.053 -0.43
H -2.911 -3.071 -5.114 0.03
H -6.360 1.481 1.689 0.11
H -0.269 1.079 -2.372 0.12
H 4.430 2.600 -0.052 0.09
H 2.204 -0.728 -2.328 0.10
H -0.883 -1.334 -6.091 0.06
H -6.308 1.890 -4.316 0.14
H 6.147 -4.319 3.312 0.05
H -0.127 -3.000 6.580 0.02
H -0.083 2.666 3.886 0.07
H 2.661 -2.525 -3.885 0.11
H 7.482 -3.599 0.775 0.08
H 4.806 1.344 0.891 0.03
H -0.538 2.288 0.621 0.07
H -0.347 4.958 2.862 0.14
H -5.252 -6.082 -0.102 0.09
H 1.201 5.575 1.796 0.11
H -2.837 -0.799 -3.455 0.09
H 3.988 1.475 3.194 0.13
H -4.844 -3.511 -0.293 -0.04
H 2.389 0.645 2.473 0.14
H 2.655 3.000 4.558 0.17
H 1.385 4.738 3.541 0.10
H 4.559 -1.378 -6.088 0.14
H -2.742 0.396 -1.305 0.12
H 0.191 -1.613 -0.702 -0.09
H 5.252 1.073 -4.888 0.00
H -0.746 -0.278 0.428 -0.03
H 1.097 -1.108 1.032 -0.04
H -0.964 -5.555 -0.937 0.13
H -1.549 0.758 4.448 0.11
H -2.995 -7.247 -0.808 0.23
H 1.048 0.276 -0.507 -0.04
H 6.176 -1.606 -0.170 0.14
H 4.005 -0.998 1.043 0.00
H 1.753 1.275 4.713 0.17
H -0.652 4.049 0.317 0.08
H -4.540 -0.094 -5.283 0.06
H -0.294 -0.923 2.741 0.11
H -1.750 -0.532 6.898 0.04
H -2.256 3.288 -5.510 0.03
H 1.377 3.434 -3.347 -0.03
H 3.403 0.974 0.016 0.10
H 3.716 1.600 -2.675 0.08
H -2.155 -2.912 -0.635 0.05
H -7.075 -0.406 3.551 0.01
H -5.395 -1.915 4.104 0.15
H -1.457 3.512 1.686 0.11
H -3.112 -1.423 3.016 0.09
H -0.248 -2.297 -1.789 0.11
H -5.119 2.424 -1.796 0.01
H 3.921 -2.613 3.477 0.04
H -2.310 1.301 -3.819 0.14
H -3.346 0.566 1.513 0.04
H -2.297 -3.363 -2.453 -0.08
H 0.179 1.225 2.791 0.14
H 0.573 -0.839 -3.463 0.00
H 4.019 4.426 1.514 0.00
H 0.092 4.796 -5.146 -0.01
H 0.359 -3.021 3.865 0.04
H 3.492 4.407 2.969 0.13
H 4.998 3.527 2.427 0.12
```

Properties
total charge	0
calculated total energy	-59624.269	eV
highest occupied orbital energy	-6.75	eV
energy relative to the best compared isomer or geometry (same formula, charge and spin)	170.6	kcal per mole


Which formula does entry 3 have? C41H60BrN6O2PS3Ti


Which value of total charge does entry 1 give? +2